Formula: C11H14N
Source: the OMol25 dataset
Level of theory: the ωB97M-V functional and the def2-TZVPD basis

Atoms and positions in Å:
N -1.248 -0.960 0.263
C -0.307 -0.006 0.216
C 1.279 -0.373 -0.008
C -2.487 -0.746 -0.025
C 0.285 2.268 0.084
C 2.245 0.733 0.002
C 1.594 1.904 0.695
C -2.073 1.587 -0.465
C -0.938 -2.347 0.639
C 1.812 -1.623 -0.658
C -2.950 0.593 -0.300
C -0.669 1.329 -0.065
H -3.945 0.740 -0.776
H 1.018 -2.343 -0.921
H 2.362 2.795 0.752
H -1.569 -2.578 1.538
H 2.742 -1.911 -0.143
H 1.352 1.622 1.696
H -2.384 2.576 -0.690
H 0.205 3.363 -0.215
H 0.213 -2.364 0.912
H -3.142 -1.614 -0.084
H 2.203 -1.180 -1.631
H 3.179 0.415 0.450
H -1.226 -2.865 -0.238
H 2.448 0.984 -1.029

Properties
**Lowest unoccupied orbital energy (alpha / beta)**: -4.9 / -4.7 eV
**Total charge**: +1
**ΔE to the lowest compared entry with this formula, charge and spin**: 79.12 kcal per mole
**HOMO (alpha / beta)**: -11.5 / -11.5 eV

Löwdin atomic charge list, values in e, 6 entries:
1. N -0.092
2. C -0.033
3. C -0.104
4. C -0.003
5. C -0.013
6. C -0.181